This record from OMol25 describes a structure of composition C21H45NO8. The level of theory is ωB97M-V/def2-TZVPD.

For the energy relative to the best compared isomer or geometry (same formula, charge and spin), the calculation gives 401.6 kcal/mol. Its highest occupied orbital energy is -0.339 Eh. The calculation puts the lowest unoccupied orbital energy at -0.060 hartree.

XYZ file:
```
75
Properties=species:S:1:pos:R:3:lowdin_charge:R:1
O 13.59200 9.98500 51.25000 -0.095
O 11.30300 11.18000 56.87000 0.067
O 9.65600 9.93100 52.43800 -0.134
O 11.77700 11.46300 52.88500 -0.283
O 11.30800 15.77300 51.54400 0.081
O 13.63400 12.74400 54.39000 -0.173
O 7.12200 10.32000 52.30800 -0.047
O 12.85300 16.44600 56.78200 0.044
N 11.44800 13.30800 51.30400 0.025
C 10.98600 14.66800 52.04500 -0.247
C 12.33100 15.29500 56.78100 -0.333
C 10.15900 14.61000 53.32800 0.040
C 14.51200 7.86400 51.92200 -0.027
C 6.31300 11.10200 54.44800 -0.060
C 10.02600 7.70100 53.35900 -0.036
C 15.46500 13.08300 52.98100 -0.025
C 8.61800 8.16200 51.22200 -0.029
C 9.82200 8.64300 52.14800 -0.487
C 14.99600 12.71800 54.36900 -0.461
C 12.48700 13.36900 50.34200 -0.074
C 14.65700 9.34300 51.91300 -0.440
C 15.52400 13.72500 55.31700 -0.046
C 11.21300 13.39200 58.13700 0.038
C 11.52900 12.39200 57.00700 -0.310
C 8.69300 11.52400 53.71100 -0.072
C 12.29700 12.95200 55.82400 0.021
C 12.69200 14.31200 55.73700 -0.014
C 11.70500 14.71800 58.05100 0.034
C 7.55100 10.56100 53.68400 -0.380
C 16.01500 9.85300 51.40200 -0.006
H 9.58100 15.53400 53.38900 0.108
H 10.67700 12.88600 50.92700 0.115
H 7.91900 10.32800 51.90200 -0.029
H 16.60900 9.90300 52.10200 -0.013
H 9.59400 11.14100 53.60700 -0.011
H 15.32500 13.54900 56.34700 0.073
H 14.75500 7.38300 51.06400 0.070
H 5.36500 10.39100 54.55500 0.122
H 8.54000 12.33800 52.98600 0.096
H 12.81600 14.64500 54.69900 0.128
H 13.27000 12.27400 53.65100 0.054
H 12.62400 12.52500 49.82600 0.043
H 13.06800 10.46200 51.97800 0.057
H 6.61100 11.50900 55.45300 0.088
H 11.78200 12.40500 52.05500 0.053
H 8.33000 8.76700 50.38300 0.072
H 10.45200 10.38000 52.51300 0.007
H 14.55100 9.77200 53.04200 0.170
H 16.38300 9.88400 50.47700 0.046
H 10.80400 13.14200 59.15700 0.118
H 12.12000 13.84800 49.35600 0.134
H 12.57300 12.49100 54.89700 -0.041
H 15.14700 7.47900 52.51900 0.022
H 10.70900 8.53100 51.44300 0.147
H 15.20900 14.74600 55.15900 0.079
H 7.69400 8.20700 51.93800 0.112
H 15.19800 11.70700 54.51400 0.132
H 11.11200 7.92700 53.73800 0.111
H 8.68400 7.18700 50.94400 0.028
H 16.69700 13.82000 55.24900 0.138
H 9.01400 11.93400 54.65800 0.095
H 13.45600 13.76400 50.68700 0.103
H 16.33700 12.73800 52.93900 -0.020
H 9.29700 7.94300 54.18000 0.074
H 7.69200 9.56800 54.16300 0.134
H 13.62500 7.53800 52.29900 0.058
H 12.09400 11.35100 53.91000 0.125
H 11.37200 15.26300 58.92100 0.098
H 10.56900 14.35100 54.25600 0.047
H 9.58600 6.70800 53.24600 0.071
H 15.49000 14.36000 52.81300 0.179
H 5.74600 11.89500 54.28700 -0.005
H 14.84600 12.67400 52.06600 0.095
H 15.81600 10.94700 51.23300 0.083
H 9.64300 13.63700 53.07200 0.065
```